DFT (ωB97M-V/def2-TZVPD) results for C59H50GeMnN3O5 as an isolated structure.

Calculated values
**HOMO energy (spin up / spin down)**: 0.45 / 0.42 eV
**Strongest force on any atom**: 0.079 hartree/bohr
**Lowest unoccupied orbital energy (spin up / spin down)**: 3.5 / 3.5 eV
**Net charge**: -2
**Frontier orbital gap (spin up / spin down)**: 3.04 / 3.08 eV
**Molecular weight**: 1008.61 u
**E_tot**: -164535.7717 eV
**Energy above the lowest of the compared OMol25 structures with the same formula, charge and spin**: 0.00 kcal/mol
**2S+1**: 5

Geometry as XYZ:
```
119
Properties=species:S:1:pos:R:3:lowdin_spin:R:1
Mn -0.81056 0.64430 -0.88373 2.8817
C 0.57453 2.90736 1.30981 0.0421
C -0.07322 1.67212 1.93367 0.2901
O -0.46064 0.70411 1.18923 0.2423
C -0.04952 1.56282 3.40755 0.0738
C -0.33768 2.73026 4.14171 0.0957
C -0.51756 2.70873 5.52076 0.0029
C -0.30003 1.51272 6.21713 0.1328
C -0.12632 0.32788 5.50868 0.0081
C 0.13053 0.37366 4.13473 0.0784
O 0.60561 -0.66566 3.42064 0.0244
H 0.90656 2.53275 0.36545 0.0043
H 1.45805 3.23288 1.86194 0.0068
H -0.13926 3.67982 1.08171 0.0130
H -0.27637 3.71242 3.69597 0.0070
H -0.66447 3.63488 6.08071 -0.0035
H -0.43596 1.55404 7.30876 0.0120
H -0.17884 -0.60683 6.08285 -0.0023
C 2.68192 -2.77955 -1.33387 0.0002
N 1.20475 -2.66827 -1.31667 0.0058
C 0.42834 -3.70136 -1.97772 0.0005
C 0.63565 -1.59195 -0.85170 0.0133
O -0.65146 -1.37199 -0.81968 0.0028
H 2.96033 -3.70619 -0.81671 0.0001
H 3.08832 -1.93848 -0.75424 -0.0001
H 3.04603 -2.75068 -2.35921 0.0001
H 0.52804 -3.57352 -3.06623 0.0002
H -0.64879 -3.65104 -1.72400 0.0000
H 0.91231 -4.66050 -1.72588 0.0001
H 1.29918 -0.81640 -0.45154 0.0055
C 0.06726 0.72664 -2.76597 -0.0390
C 0.63876 0.50621 -3.87054 0.0282
C 1.63785 0.25092 -4.84056 0.0064
C 1.47817 -0.83598 -5.77736 0.0017
C 0.23750 -1.05011 -6.36931 0.0018
C 0.11360 -1.95079 -7.42790 0.0006
C 1.22901 -2.70981 -7.87074 0.0027
C 2.41918 -2.60190 -7.19807 0.0003
C 2.57455 -1.64747 -6.16621 0.0025
C 2.79711 1.08663 -4.81145 0.0033
C 2.85007 2.12452 -3.79427 0.0015
C 3.81764 3.08068 -3.73653 0.0003
C 4.80331 3.10035 -4.73585 0.0025
C 4.83426 2.14531 -5.70720 0.0004
C 3.89765 1.09183 -5.72505 0.0025
H -0.61687 -0.55018 -5.92387 0.0009
H -0.83416 -2.05224 -7.93197 0.0000
H 1.14629 -3.31682 -8.77124 0.0003
H 3.27123 -3.20200 -7.49634 -0.0001
H 3.52805 -1.59666 -5.66088 0.0002
H 2.05137 2.07755 -3.04386 -0.0004
H 3.86478 3.88438 -3.01824 0.0000
H 5.49631 3.97027 -4.78906 0.0002
H 5.59818 2.16636 -6.48969 0.0000
H 3.93197 0.40169 -6.56492 0.0002
O -0.67734 3.93717 -2.74635 0.0032
C -1.70696 3.51835 -2.26160 0.0012
N -3.07119 3.87078 -2.45813 0.0014
C -4.02214 3.12187 -1.62985 0.0001
C -3.02930 2.00935 -1.12905 0.0084
O -3.30648 0.90147 -0.65621 0.0283
N -1.72757 2.40800 -1.31892 -0.0084
C -5.25432 2.60611 -2.36122 -0.0001
C -6.32831 3.48663 -2.58393 -0.0001
C -7.49081 3.06128 -3.24541 0.0000
C -7.71058 1.75363 -3.61230 0.0000
C -6.66574 0.85518 -3.33499 0.0001
C -5.43427 1.27891 -2.79580 0.0001
C -4.44703 3.76396 -0.29171 0.0002
C -3.80272 4.93441 0.14216 0.0005
C -4.14483 5.57119 1.32185 0.0002
C -5.10557 5.02575 2.21194 0.0005
C -5.68774 3.85066 1.81425 0.0001
C -5.40221 3.23996 0.56990 0.0006
H -3.28012 4.55721 -3.12004 0.0000
H -6.26937 4.52800 -2.22684 0.0000
H -8.23638 3.84810 -3.47002 0.0000
H -8.65570 1.39528 -3.98473 0.0000
H -6.69827 -0.19232 -3.65087 0.0000
H -4.66950 0.50974 -2.69444 0.0000
H -3.03093 5.39594 -0.50301 0.0001
H -3.56317 6.47474 1.61167 0.0001
H -5.33374 5.48936 3.13459 0.0000
H -6.44823 3.45576 2.49454 0.0000
H -6.02292 2.37137 0.37439 0.0001
C -1.37269 -5.30944 1.65464 0.0001
C -1.84951 -4.08189 2.07283 0.0002
C -0.99972 -3.14178 2.65830 0.0002
C 0.36305 -3.46571 2.81658 0.0000
C 0.81770 -4.75524 2.50073 0.0001
C -0.04958 -5.69330 1.96902 0.0001
Ge 1.55317 -2.16056 3.65098 0.0014
C 1.96454 -2.77478 5.48953 0.0001
C 0.92688 -3.35727 6.26202 0.0000
C 1.24718 -3.92341 7.50761 0.0001
C 2.54085 -3.89984 8.00382 -0.0001
C 3.59437 -3.35636 7.23680 0.0000
C 3.29394 -2.73337 6.02621 -0.0001
C 3.23356 -1.56669 2.89301 0.0007
C 4.29912 -2.45090 2.88837 0.0002
C 5.57426 -1.97013 2.51197 0.0000
C 5.79304 -0.62077 2.18839 0.0002
C 4.68621 0.25193 2.26007 0.0001
C 3.41989 -0.23022 2.54165 0.0026
H -2.03763 -5.96837 1.11590 0.0000
H -2.88290 -3.83275 1.89668 0.0000
H -1.38267 -2.15621 2.89952 0.0006
H 1.87595 -5.02906 2.58161 0.0000
H 0.31582 -6.68942 1.69409 0.0000
H -0.08930 -3.43247 5.89671 0.0000
H 0.45816 -4.29017 8.15030 0.0000
H 2.75865 -4.29084 8.98514 0.0000
H 4.60077 -3.35053 7.60494 0.0000
H 4.06086 -2.14480 5.49489 0.0000
H 4.25789 -3.49275 3.22920 0.0001
H 6.39353 -2.67338 2.52102 0.0000
H 6.79815 -0.27896 1.99300 0.0000
H 4.82439 1.24463 1.91893 0.0000
H 2.61292 0.48922 2.59273 0.0023
```